# 1
Here is 2 unconnected molecules or ions with the total composition C28H31N2O2 at a distorted geometry from OMol25. Energies are from wB97M-V/def2-TZVPD.

Computed properties:
orbital gap = 5.16 eV
DFT total energy = -1345.30996 Ha
net charge = +1
LUMO energy = -0.20292 hartree
highest occupied orbital energy = -10.678 eV
multiplicity = 1
ΔE to the lowest compared entry with this formula, charge and spin = 0.0 kJ/mol
F_max = 1.7 eV/Å

Each line ends with the natural charge from an NBO analysis.
Cartesian coordinates (Å):
C -5.9010 -4.3210 -0.7977  -0.263
O -4.8484 -3.9889 0.1246  -0.457
C -3.7587 -3.3083 -0.3196  0.413
C -2.7169 -3.0431 0.6093  -0.275
C -1.5651 -2.4114 0.2138  -0.058
C -1.3912 -1.9534 -1.1119  -0.222
C -0.1260 -1.4614 -1.5777  0.324
C 0.0413 -0.7725 -2.8432  -0.075
C 1.3797 -0.9954 -3.2931  -0.017
C 1.7778 -0.6845 -4.5901  -0.190
C 0.8721 -0.0353 -5.4311  -0.126
C -0.4313 0.2506 -4.9824  -0.224
C -0.8580 -0.1260 -3.7024  -0.147
C 2.0738 -1.7669 -2.2871  0.084
C 1.1642 -2.0362 -1.2117  -0.168
C 1.5638 -2.9352 -0.2129  -0.105
C 2.8598 -3.4616 -0.2420  -0.218
C 3.7369 -3.1911 -1.3071  -0.125
C 3.3183 -2.3773 -2.3617  -0.216
C -2.4455 -2.2077 -2.0272  -0.028
C -3.6039 -2.8547 -1.6508  -0.338
H -6.6213 -4.8593 -0.1908  0.224
H -6.3555 -3.4105 -1.2195  0.192
H -5.5248 -4.9647 -1.6082  0.193
H -2.8625 -3.3972 1.6247  0.250
H -0.7666 -2.2927 0.9381  0.220
H 2.7817 -0.9475 -4.9128  0.229
H 1.1779 0.2589 -6.4395  0.237
H -1.1270 0.7507 -5.6592  0.237
H -1.8800 0.0545 -3.3835  0.229
H 0.8813 -3.2493 0.5667  0.222
H 3.1919 -4.1241 0.5582  0.237
H 4.7431 -3.6208 -1.3145  0.237
H 3.9444 -2.1832 -3.2267  0.229
H -2.3064 -1.9897 -3.0815  0.222
H -4.3933 -3.0324 -2.3777  0.241
C 2.9094 4.0451 6.3651  -0.608
C 2.0987 3.9494 5.0716  -0.404
C 2.7489 3.0126 4.0479  -0.218
N 2.1235 3.0165 2.7081  -0.620
C 1.2388 2.0627 2.2889  0.678
C 0.6401 2.2839 0.8766  -0.130
C -0.1199 3.6243 0.7831  -0.409
C -1.4171 3.3107 0.0114  -0.411
C -1.5929 1.7747 0.0922  -0.208
N -0.2869 1.2578 0.4633  -0.642
O 0.8963 1.1010 2.9665  -0.643
H 2.3937 4.6916 7.0798  0.220
H 3.0406 3.0595 6.8261  0.208
H 3.8989 4.4776 6.1742  0.205
H 1.0847 3.5718 5.2797  0.208
H 2.0002 4.9503 4.6256  0.195
H 3.8004 3.3067 3.9123  0.192
H 2.7129 1.9795 4.4097  0.225
H 2.3202 3.8188 2.1205  0.396
H 1.5165 2.3245 0.1990  0.187
H -0.3553 4.0107 1.7883  0.219
H 0.5048 4.3392 0.2416  0.217
H -2.2757 3.8401 0.4374  0.225
H -1.2871 3.6007 -1.0340  0.205
H -2.3271 1.5097 0.8855  0.180
H -1.9912 1.3794 -0.8605  0.173
H -0.2998 0.3895 0.9681  0.393

Cartesian forces, eV/Å:
0.206 0.205 -0.206
1.330 0.747 -0.383
-0.515 0.026 -0.152
-0.487 -0.326 -0.061
-0.196 -0.338 0.292
0.331 0.125 -0.084
-0.959 -1.087 -0.525
0.852 0.306 -1.019
-1.029 0.490 -1.145
-0.018 0.008 0.897
-0.602 0.237 0.182
0.272 -0.067 -0.150
0.210 -0.081 0.142
0.367 -1.078 1.208
1.274 -0.052 -0.191
0.010 0.242 -0.218
0.345 -0.037 -0.320
-0.347 -0.074 0.563
-0.512 0.649 0.056
-0.086 0.086 -0.061
-0.226 -0.211 0.361
-0.060 0.010 -0.123
0.126 -0.305 0.192
-0.101 0.188 0.297
0.126 0.102 -0.076
-0.242 0.255 -0.031
-0.188 0.135 -0.101
-0.177 -0.154 0.375
0.221 -0.148 0.274
0.156 0.191 -0.102
0.223 0.037 -0.017
-0.164 0.203 -0.227
-0.447 0.088 0.011
0.065 -0.149 0.155
-0.056 0.037 0.250
0.315 -0.017 0.089
-0.076 -0.006 -0.142
-0.271 -0.124 -0.285
0.103 -0.062 -0.321
-0.081 -0.135 0.354
-0.476 -0.073 0.130
0.754 0.121 0.270
-0.212 -0.106 0.149
0.230 -0.278 -0.125
-0.622 0.298 0.892
0.089 -0.292 -1.049
0.344 0.390 -0.234
0.106 -0.103 -0.029
0.006 0.165 -0.060
-0.136 -0.120 0.058
0.239 0.213 -0.040
-0.051 -0.192 0.100
-0.203 -0.182 0.048
0.081 0.196 -0.093
-0.201 -0.351 0.053
-0.272 -0.074 0.107
0.189 -0.090 -0.369
-0.246 0.170 0.252
0.169 -0.091 -0.250
-0.182 0.066 0.089
0.163 0.201 -0.453
0.323 -0.011 0.251
0.215 0.228 0.543


# 2
Here is a molecular structure, C28H31N4NiO4S from OMol25. Energies are from wB97M-V/def2-TZVPD.

Computed properties:
orbital gap (spin up / spin down) = 7.33 / 7.34 eV
DFT total energy = -3512.19345 Ha
net charge = -1
LUMO energy (spin up / spin down) = 0.09931 / 0.09929 hartree
highest occupied orbital energy (spin up / spin down) = -4.632 / -4.640 eV
multiplicity = 1
F_max = 0.4 eV/Å

Each line ends with the natural charge from an NBO analysis.
Cartesian coordinates (Å):
Ni 0.0256 -0.9352 0.0830  1.154
C -0.8259 2.2866 0.9240  -0.254
N -0.9635 0.8656 1.1221  -0.505
C -1.7032 0.4144 2.0602  0.132
C -1.8895 -1.0018 2.1993  -0.037
C -2.6259 -1.7590 3.1118  -0.292
C -2.4574 -3.0959 2.7228  -0.364
C -1.6403 -3.0775 1.5851  -0.050
N -1.2942 -1.8187 1.2747  -0.584
C 0.5722 2.7692 1.2473  -0.019
C 1.2420 3.6272 0.3857  -0.201
C 2.5125 4.0944 0.6956  -0.206
C 3.1292 3.7057 1.8743  -0.238
C 2.4691 2.8412 2.7401  -0.229
C 1.2024 2.3759 2.4258  -0.172
H -1.5523 2.8390 1.5404  0.171
H -1.0471 2.5064 -0.1236  0.239
H -2.2339 1.0883 2.7452  0.154
H -3.2115 -1.3784 3.9359  0.202
H -2.8885 -3.9706 3.1856  0.202
H -1.2942 -3.8975 0.9738  0.227
H 0.7723 3.9074 -0.5500  0.217
H 3.0284 4.7475 0.0023  0.205
H 4.1243 4.0623 2.1120  0.201
H 2.9487 2.5157 3.6555  0.204
H 0.7029 1.6798 3.0904  0.208
C 2.4202 -1.6097 3.6099  -0.276
C 3.6032 -0.9736 3.2621  -0.165
C 3.7045 -0.3580 2.0299  -0.252
C 2.6179 -0.3863 1.1578  0.221
N 1.4796 -1.0168 1.5059  -0.478
C 1.3829 -1.6113 2.6942  0.066
C 2.5649 0.2681 -0.1598  -0.091
C 3.6073 1.0390 -0.6738  -0.210
C 3.4416 1.6881 -1.8854  -0.259
C 2.2307 1.5737 -2.5643  -0.204
C 1.2051 0.7923 -2.0484  -0.263
C 1.3514 0.1053 -0.8422  -0.265
H 2.2980 -2.1030 4.5640  0.215
H 4.4403 -0.9555 3.9498  0.207
H 4.6109 0.1559 1.7439  0.214
H 0.4386 -2.0992 2.9032  0.235
H 4.5399 1.1541 -0.1328  0.192
H 4.2425 2.2943 -2.2917  0.197
H 2.0899 2.1013 -3.5019  0.197
H 0.2649 0.7163 -2.5853  0.223
C -4.0366 -0.0837 -0.5227  -0.409
N -3.7587 -0.2984 -1.9332  -0.433
C -4.1803 -1.5436 -2.5562  -0.421
C -2.9146 0.5594 -2.5463  0.704
C -2.4704 0.1837 -3.9417  -0.725
O -2.5397 1.5931 -2.0105  -0.677
H -4.2106 -1.0465 -0.0441  0.205
H -4.9060 0.5640 -0.3712  0.176
H -3.1687 0.3727 -0.0550  0.240
H -4.7766 -2.0991 -1.8355  0.202
H -3.3308 -2.1636 -2.8453  0.250
H -4.8101 -1.3581 -3.4312  0.177
H -3.3230 0.0267 -4.6048  0.211
H -1.9018 -0.7469 -3.9076  0.264
H -1.8525 0.9908 -4.3268  0.224
C 1.1297 -2.4927 -2.9846  -0.899
S -0.4496 -2.8070 -2.2335  2.417
O -0.2243 -3.8485 -1.2528  -1.005
O -1.3390 -3.1459 -3.3324  -1.021
O -0.8694 -1.5106 -1.6215  -1.046
H 1.4313 -3.4136 -3.4796  0.228
H 1.8423 -2.2139 -2.2122  0.239
H 1.0230 -1.6853 -3.7057  0.229

Cartesian forces, eV/Å:
0.021 0.126 0.079
0.047 0.061 -0.048
-0.007 -0.113 -0.012
-0.031 -0.001 -0.001
0.021 0.006 -0.029
0.024 0.008 0.023
-0.034 -0.002 -0.036
0.033 -0.001 0.040
-0.014 -0.004 -0.021
-0.032 -0.047 0.098
0.040 0.029 -0.024
-0.044 0.002 -0.039
0.009 -0.027 0.054
0.034 0.022 -0.033
-0.029 0.012 -0.023
0.021 0.017 0.006
-0.039 -0.032 0.017
0.004 0.001 -0.008
0.006 -0.002 0.007
-0.006 0.000 -0.004
-0.005 -0.003 0.005
0.004 0.002 0.001
-0.001 -0.002 -0.002
-0.001 -0.002 0.005
0.005 0.004 0.003
-0.011 -0.005 -0.008
0.000 -0.010 0.000
0.001 0.004 -0.004
0.003 -0.001 0.009
0.001 -0.004 0.036
0.049 0.007 -0.029
-0.009 -0.003 0.004
0.024 -0.007 0.034
0.007 0.002 -0.018
-0.001 -0.004 0.004
-0.008 -0.002 0.007
-0.002 -0.013 -0.007
-0.078 -0.013 -0.044
-0.001 0.001 0.001
-0.001 0.001 0.000
0.000 0.000 -0.003
-0.003 0.000 -0.004
-0.002 0.006 0.005
0.000 0.002 0.000
0.004 -0.002 -0.004
0.003 0.003 -0.001
0.041 -0.089 -0.031
-0.061 -0.130 0.138
-0.015 -0.006 0.028
-0.069 -0.181 -0.259
0.005 -0.001 0.027
0.183 0.359 0.152
-0.016 0.016 0.016
0.000 0.002 0.011
-0.058 0.044 -0.045
0.004 -0.002 -0.004
-0.012 0.009 -0.007
0.013 -0.003 -0.009
-0.006 0.019 -0.007
-0.003 -0.008 -0.024
0.000 -0.003 0.001
-0.009 -0.018 0.016
-0.066 0.068 -0.078
0.004 0.000 0.022
0.005 -0.009 0.017
0.032 -0.094 -0.007
0.015 0.005 0.002
0.006 0.005 -0.002
0.000 0.005 0.007